# 1
This record from OMol25 describes the molecule C6H6FOP. The level of theory is the ωB97M-V functional and the def2-TZVPD basis.

The calculation puts the energy above the lowest of the compared OMol25 structures with the same formula, charge and spin at 0.0 kJ/mol. As for the largest force on an atom: 3.33 eV/A. The SMILES is OP(F)c1ccccc1. The value obtained for the HOMO energy is -0.3492 Ha.

XYZ file:
```
15
C6H6FOP (the ωB97M-V functional and the def2-TZVPD basis)
C 0.40678 -1.68891 -0.33813
C 0.27767 -1.47931 1.04041
C 0.28324 -0.62005 -1.16433
C -0.00350 -0.29030 1.57031
C -0.08590 0.57907 -0.69465
C -0.14200 0.80533 0.69621
O -1.42980 3.21348 0.11545
F 0.79812 3.12354 1.30092
P -0.61235 2.37305 1.46741
H 0.75150 -2.60384 -0.84513
H 0.15727 -2.31684 1.69098
H 0.30161 -0.80050 -2.21045
H -0.13243 -0.08117 2.61162
H -0.33911 1.32977 -1.45338
H -2.12197 2.55712 0.03572
```

=====

# 2
This record from OMol25 describes the molecule C6H14N4O2. The level of theory is the ωB97M-V functional and the def2-TZVPD basis.

The calculation puts the energy above the lowest of the compared OMol25 structures with the same formula, charge and spin at 189.5 kJ/mol. As for the largest force on an atom: 3.78 eV/A. The SMILES is [H]/N=C(/N)NCCC[C@H](N)C(=O)O. The value obtained for the HOMO energy is -0.3184 Ha.

XYZ file:
```
26
C6H14N4O2 (the ωB97M-V functional and the def2-TZVPD basis)
C 1.61778 1.65974 0.27100
C 0.79981 2.87519 0.80524
C 0.96788 0.29916 0.57449
C -0.39042 0.17617 -0.11013
C -1.35853 -0.84826 0.56132
C -1.28107 -2.78558 -1.07274
H 3.12899 1.77680 1.65668
H 3.59425 1.05797 0.31915
H 1.58531 1.86688 -0.78425
H 1.76752 -0.45438 0.35674
H 0.71378 0.19028 1.59687
H -0.42378 0.10640 -1.25684
H -0.87710 1.18438 0.05641
H -2.28951 -0.49054 0.21590
H -1.36668 -0.79241 1.65159
H -0.28768 -2.70553 0.52813
H -0.09149 -4.17143 -0.66772
H -2.68406 -2.48539 -2.64148
H -2.55564 -1.08724 -1.61322
H -0.36667 4.28497 0.12723
N 3.01638 1.77117 0.69671
N -1.03707 -2.14530 0.15956
N -0.90956 -3.99377 -1.35476
N -2.31520 -2.07067 -1.80792
O 0.76161 3.21677 1.98932
O 0.28116 3.56464 -0.25728
```

=====

no.,orbital gap (eV)
1,9.72
2,9.17